{"formula": "C71H64ClGe2IrN3O4S4", "method": "the ωB97M-V functional and the def2-TZVPD basis", "s_squared": 0.760, "e_above_lowest_ev": 0.0000, "spin_multiplicity": 2, "charge": 0, "largest_force_ev_per_a": 1.2, "species": ["C", "H", "C", "H", "H", "H", "C", "S", "H", "H", "C", "H", "C", "C", "H", "C", "H", "Ge", "C", "S", "C", "C", "O", "H", "Ge", "C", "H", "H", "C", "C", "H", "H", "C", "H", "H", "C", "C", "C", "C", "H", "C", "H", "H", "C", "H", "C", "C", "H", "C", "S", "C", "H", "C", "H", "H", "H", "C", "C", "C", "C", "H", "H", "C", "H", "H", "C", "O", "H", "H", "H", "C", "C", "H", "C", "H", "H", "H", "H", "Cl", "H", "O", "C", "H", "C", "H", "C", "C", "H", "C", "H", "H", "C", "C", "C", "C", "C", "O", "C", "H", "C", "C", "H", "H", "C", "C", "H", "N", "C", "C", "H", "C", "C", "C", "H", "H", "H", "C", "H", "H", "C", "C", "H", "C", "H", "C", "C", "H", "H", "C", "H", "C", "C", "C", "C", "H", "S", "N", "N", "H", "C", "C", "C", "C", "H", "H", "Ir", "H", "C", "H", "C"], "coordinates": [[5.560520, 3.782664, -1.173994], [-4.070238, 2.695693, -0.096775], [-0.156729, 0.486336, 2.275394], [4.319193, 6.790538, -0.324919], [-1.447949, 0.003366, -3.240792], [1.839270, 0.203341, 4.119289], [3.415338, 5.078251, -1.225917], [1.152185, -0.974283, -2.351254], [5.549154, 0.932187, -5.560885], [6.153531, -2.026657, -3.406754], [6.403045, 2.878361, -0.529094], [0.655744, 1.895065, -8.659667], [-0.232693, 4.624573, -5.884431], [0.900688, -0.342332, -7.179467], [2.139364, 5.794534, -6.451150], [-3.179763, 1.302842, -3.050756], [2.568966, -5.764133, 0.622189], [2.557738, 0.165190, -3.626166], [1.941185, 0.714178, -7.430943], [0.850684, 2.101704, -0.635977], [-2.607598, 4.022748, -6.435830], [2.693801, -1.112949, 0.638789], [-1.096507, -2.732085, -2.148417], [1.283962, -1.341694, -7.391503], [2.162621, 2.677816, -2.312371], [2.168128, 5.215811, -5.527129], [6.259474, 1.081367, -7.165284], [7.256552, 1.612056, 2.357906], [-1.964176, 1.284606, 0.992379], [2.835477, 4.146044, 1.460804], [-0.566104, -4.636839, -1.933889], [0.005282, 4.515767, -6.935599], [1.184612, -0.128593, 2.117999], [4.579719, 3.463034, -8.063185], [6.440621, 0.350168, 1.442012], [2.670739, 7.345350, -1.586030], [4.302404, -1.552312, -7.100103], [-0.260762, -4.910526, 0.579915], [-0.654789, -3.685921, 0.023802], [2.699247, 3.590819, 2.388260], [-0.886451, 0.611498, 3.435827], [2.875937, -1.455624, -0.371527], [5.905106, 2.528905, -6.226533], [4.704667, -2.804917, -6.675735], [6.925582, 4.794330, -2.484662], [3.555522, -2.893077, -3.122827], [4.169775, 1.607440, -7.082942], [1.437443, -4.921758, -1.437030], [3.381437, -1.066313, -4.916608], [1.375287, 1.952116, -4.283963], [3.352124, -0.740220, 2.904042], [2.642803, 4.260056, -5.747359], [0.778547, 4.985657, -5.003768], [-1.458547, -2.100060, 2.932181], [5.221689, -3.472886, -7.351929], [-0.769042, -4.267866, 3.851061], [2.306639, -4.302816, -1.630979], [-3.909166, 2.061372, -2.152917], [3.651126, -1.200757, 1.634348], [4.432493, -3.195954, -5.379259], [-2.400328, 3.047610, -6.881840], [2.797604, 5.744448, -4.812839], [-0.758827, -3.658563, -1.443466], [1.929505, 4.033883, 0.866642], [5.201978, -3.347171, -0.200641], [-1.038182, -2.608147, 0.879131], [-3.954905, 2.009970, 4.623807], [5.558342, -0.852335, -2.243564], [2.117418, 3.596453, -10.422882], [4.616281, -1.624237, 1.396175], [2.591111, 2.800621, -8.484703], [5.775559, -1.913732, -2.390844], [0.577102, -0.339113, -6.134264], [2.437179, -3.699914, -2.874539], [-2.243514, 4.926615, -1.573602], [0.861401, -2.977519, -4.149358], [-0.636024, 4.357217, -1.108582], [0.035554, -5.715561, -0.081519], [0.242635, -6.618656, 2.615867], [1.353000, 4.457884, -9.097665], [-1.348062, -1.402340, 0.484527], [-2.184593, 1.114612, 3.366274], [5.232858, 4.999773, -2.939130], [4.907438, 2.746980, 1.322751], [4.046189, -4.984945, 1.196311], [4.056149, 3.662819, 0.727714], [-2.073031, 0.604644, -2.594790], [0.020590, -0.171319, -7.797949], [-1.815536, 4.557162, -4.104416], [-2.833684, 4.421944, -3.755227], [7.871563, 1.135240, 0.772957], [-3.062162, 1.155015, 4.643753], [-0.829043, 4.898224, -3.187531], [-3.530995, 2.100915, -0.819559], [0.479412, 5.095953, -3.645079], [1.543026, 5.519396, -2.691237], [-2.733163, 0.299344, 5.479491], [-1.174780, 5.072659, -1.734044], [3.073567, 4.681544, -9.413599], [-0.728759, -4.093763, 2.784075], [-1.109185, -2.879994, 2.269860], [1.815079, -4.274033, -4.858055], [0.640649, -4.632212, -3.586275], [3.222806, 0.605976, -6.876809], [3.778202, -2.343705, -4.495269], [-2.671278, 4.745010, -7.250901], [-0.706200, 0.845515, 1.108475], [3.838853, 2.689482, -7.892302], [2.102818, -0.192497, 3.148797], [6.569765, -2.187229, -1.696710], [3.535643, 6.443053, -0.987091], [-2.722916, 1.469069, 2.130644], [1.644679, 1.814353, -8.220974], [2.490767, -4.170004, 1.359231], [-3.583835, 3.973106, -5.954523], [4.487539, -1.232589, -8.117993], [4.401910, -3.412187, -0.931611], [4.084465, -0.796223, 3.698108], [2.928190, 5.205856, 1.708199], [2.268175, 3.948227, -9.400614], [3.089277, -4.810198, 0.704554], [1.002512, 7.572543, -2.919127], [4.549940, -2.754309, -2.150051], [2.769848, 8.405654, -1.393546], [5.956350, 4.295208, -2.533360], [6.082932, 2.331616, 0.700522], [-3.446856, 1.250383, -4.096000], [6.045158, 3.463406, -3.234847], [1.681325, 6.881000, -2.434767], [-4.769130, 2.626990, -2.485238], [6.965251, 1.304171, 1.352655], [2.416679, 4.610344, -2.090962], [3.639502, -0.677083, -6.240854], [1.381464, -3.909954, -3.924873], [-3.741307, 1.831160, 2.100081], [3.955063, 1.299278, -2.324029], [-1.721537, 0.637981, -1.314775], [1.485325, -0.606679, 0.877736], [4.734779, -4.174252, -5.025322], [-1.533694, 4.404580, -5.455316], [4.371631, 4.153510, -0.550904], [5.543640, 1.529843, -6.472258], [3.274051, -4.167665, -0.641086], [-0.913299, 6.071301, -1.380898], [7.317953, 2.573218, -1.026038], [0.007154, -0.111889, -0.504700], [4.651759, 2.348846, 2.299435], [-0.274061, -5.104109, 1.938393], [-0.523375, 0.263009, 4.393503], [-2.433393, 1.366010, -0.415917]], "atomic_forces_ev_per_a": [[0.0531, -0.0094, 0.0283], [-0.0348, -0.0140, 0.0164], [0.1004, 0.1153, -0.2247], [0.0048, 0.0016, 0.0105], [0.0176, 0.0131, -0.0023], [-0.0001, -0.0134, 0.0084], [0.1043, 0.1296, 0.0064], [-0.6924, 0.0837, 0.2345], [0.0034, 0.0154, 0.0137], [0.0069, -0.0121, -0.0107], [0.0135, -0.0242, 0.0133], [-0.0234, 0.0038, -0.0115], [-0.0529, 0.0190, -0.0041], [-0.0195, -0.0241, 0.0067], [-0.0007, -0.0172, -0.0356], [0.0120, -0.0451, 0.0314], [0.0003, -0.0009, 0.0315], [0.0769, 0.0865, -0.2381], [0.0033, 0.0610, 0.0189], [0.3750, 0.0730, -0.2635], [-0.0026, -0.0312, -0.0258], [-0.1417, -0.0263, 0.0146], [-0.0565, 0.0093, 0.2835], [-0.0021, -0.0121, -0.0051], [-0.0282, -0.0899, 0.0416], [0.0362, 0.0611, -0.0401], [0.0047, -0.0279, 0.0009], [0.0031, 0.0032, 0.0131], [0.0829, -0.0367, 0.0333], [-0.0189, 0.0615, 0.0238], [0.0009, 0.0165, 0.2834], [0.0293, -0.0040, -0.1001], [0.0612, -0.1227, -0.0677], [0.0132, 0.0231, -0.0045], [-0.0005, -0.0152, 0.0030], [0.0124, -0.0540, 0.0148], [0.0117, -0.0187, 0.0571], [-0.2500, 0.0917, 0.0592], [-0.0897, 0.3607, 0.1130], [-0.0055, -0.0104, 0.0155], [0.0971, 0.0657, 0.0049], [-0.0094, 0.0832, 0.0412], [0.0061, 0.0020, -0.0099], [-0.0050, 0.0309, -0.0139], [0.0113, 0.0021, -0.0055], [0.1550, -0.1558, 0.0225], [-0.0512, -0.0003, 0.0223], [0.2573, 0.0226, -0.0678], [-0.0848, 0.0696, -0.0294], [0.0846, -0.2071, -0.0046], [0.0318, -0.0501, -0.0701], [0.0809, -0.1062, -0.0419], [-0.0419, -0.0044, -0.0227], [-0.0535, 0.0800, -0.0156], [0.0003, -0.0117, -0.0160], [-0.0127, -0.0152, 0.0111], [0.0541, -0.0800, -0.0459], [0.0080, -0.0126, -0.0751], [0.0208, -0.0147, 0.0768], [0.0409, -0.0502, -0.0065], [0.0051, -0.0112, -0.0019], [-0.0210, 0.0137, -0.0306], [-0.4042, 0.0863, -0.1565], [0.0129, 0.0143, 0.0045], [-0.0146, 0.0363, 0.0204], [0.4043, -0.7948, 0.3636], [-0.0612, 0.0625, -0.1355], [0.0049, -0.0241, 0.0012], [0.0031, 0.0025, -0.0090], [-0.0006, 0.0013, 0.0062], [0.0020, 0.0170, 0.0380], [0.0538, -0.0080, -0.0393], [0.0011, -0.0021, 0.0145], [0.0192, -0.0414, -0.0012], [0.0093, -0.0033, -0.0040], [-0.0257, -0.0418, -0.0171], [-0.0217, 0.0215, -0.0173], [-0.0493, -0.0536, 0.0509], [0.0407, -0.0358, -0.0230], [-0.0425, 0.0112, 0.0306], [0.3102, -0.1010, -1.1739], [-0.0270, -0.0094, -0.0726], [0.0043, 0.0020, 0.0079], [0.0387, -0.0077, -0.0437], [0.0253, 0.0030, -0.0032], [-0.0269, -0.0407, -0.0069], [-0.1524, 0.0197, -0.0204], [-0.0067, -0.0003, -0.0043], [0.0147, -0.0195, 0.0251], [-0.0047, -0.0120, 0.0121], [0.0125, -0.0037, -0.0031], [-0.0314, -0.0140, 0.1009], [0.0200, -0.0470, 0.0115], [0.0558, -0.1237, 0.1126], [-0.1208, 0.0652, 0.0610], [-0.0120, 0.0478, -0.0546], [0.1251, -0.0256, 0.0289], [-0.0389, 0.0164, 0.0419], [0.0059, 0.0040, 0.0019], [0.0715, -0.1118, 0.0999], [0.0902, 0.0417, -0.3391], [0.0236, -0.0214, 0.0164], [0.0487, 0.0073, -0.0905], [0.0144, 0.0698, 0.0293], [-0.0446, 0.0122, 0.1285], [-0.0029, 0.0018, -0.0055], [-0.5339, -0.4159, -0.0066], [-0.0459, 0.0702, 0.0445], [-0.1380, 0.0050, -0.0560], [0.0108, 0.0003, 0.0117], [-0.0466, 0.0203, -0.0134], [0.0557, 0.1803, -0.0068], [0.0040, 0.0025, 0.0099], [-0.0163, -0.0090, -0.0048], [-0.0176, 0.0019, 0.0091], [0.0098, 0.0092, -0.0110], [-0.0442, -0.0389, -0.0183], [0.0203, 0.0113, 0.0004], [0.0176, 0.0059, 0.0224], [-0.0029, 0.0204, -0.0070], [0.0718, -0.0216, 0.0108], [-0.0064, 0.0049, 0.0014], [0.0086, 0.0355, -0.0008], [0.0058, 0.0119, -0.0005], [-0.0179, 0.0075, -0.0035], [-0.0361, 0.0157, -0.0187], [0.0054, 0.0228, -0.0128], [0.0008, -0.0169, -0.0230], [0.0040, 0.0032, 0.0247], [-0.0086, 0.0127, -0.0135], [0.0210, -0.0079, 0.0036], [0.1000, -0.1279, 0.1752], [-0.0617, -0.1193, 0.0156], [0.0699, -0.0747, -0.1738], [-0.0267, 0.0064, 0.0373], [0.0234, 0.0890, -0.0100], [0.2632, 0.3118, -0.0763], [0.0593, 0.5549, 0.0875], [-0.0124, -0.0121, -0.0022], [0.0348, 0.0147, -0.0013], [-0.0992, -0.0787, 0.0278], [0.0325, 0.0041, 0.0269], [0.0403, -0.0113, -0.0316], [0.0016, 0.0229, 0.0021], [0.0224, -0.0032, -0.0029], [-0.1546, 0.3648, 0.9765], [-0.0014, -0.0014, 0.0216], [-0.0653, -0.0301, -0.0224], [-0.0258, 0.0009, 0.0282], [-0.0271, -0.1134, -0.0712]]}